Here is a cluster of 9 separate species, C68H55Cl8NO8 in total at a distorted geometry from OMol25. Energies are from ωB97M-V with the def2-TZVPD basis set.

The geometry in XYZ format:
```
140
Properties=species:S:1:pos:R:3:forces:R:3
Cl -19.7493 -0.9703 12.9744 -0.5556 -1.1656 0.9399
C -20.6248 -2.5281 13.4147 -1.6484 0.0122 -1.2232
C -22.0653 -2.5287 12.7321 0.8784 0.7236 0.0082
Cl -21.8776 -2.1336 10.9778 -0.0897 -0.3685 0.2268
H -20.6849 -2.7189 14.4862 -0.0034 0.7128 0.0224
H -20.1081 -3.3982 13.0097 0.3796 0.3747 -0.2741
H -22.7635 -1.7675 13.0802 0.4845 0.1377 0.3607
H -22.6149 -3.4667 12.8108 0.5375 -0.2493 -0.0303
Cl -21.7136 -6.6237 7.0878 -0.8866 -0.7965 -1.3358
C -21.2988 -5.4482 8.2770 1.5059 0.4936 0.6055
C -21.7562 -5.8389 9.6521 0.6117 -0.9592 0.2555
Cl -23.3519 -5.2427 10.1090 0.0253 0.1259 0.2103
H -21.5019 -4.4277 7.9525 -0.4721 -0.1683 0.1390
H -20.2117 -5.5237 8.3024 0.0728 0.2350 0.1305
H -20.9350 -5.6517 10.3440 -0.4880 1.0967 0.4597
H -21.7754 -6.9248 9.7448 -0.4175 -0.0779 -0.4384
Cl -15.9259 -7.2864 9.8162 0.5289 0.5120 -0.4841
C -16.0428 -8.3124 11.2309 -0.6612 -1.5614 -0.4796
C -15.8967 -7.6268 12.5381 0.6669 -0.2807 0.1547
Cl -17.2130 -6.5085 12.8964 -0.2230 0.1402 0.2096
H -15.3665 -9.1670 11.2126 0.7877 0.4791 -0.3507
H -16.9750 -8.8470 11.0482 -0.4391 0.4008 0.7070
H -14.9529 -7.0836 12.5873 -0.1083 0.1627 -0.1152
H -15.8111 -8.4242 13.2763 -0.4343 0.2372 0.3356
Cl -18.8058 -3.3850 6.5742 -0.0721 -0.6711 0.2438
C -18.7635 -1.9228 5.6214 -0.4345 1.0981 -1.5542
C -18.6077 -2.2331 4.1053 1.3229 -1.1610 1.0384
Cl -18.5236 -0.8101 3.0781 -0.3977 0.3368 0.0890
H -17.9331 -1.3144 5.9797 -0.0841 -0.0263 -0.1448
H -19.6951 -1.3776 5.7732 0.0576 -0.0302 0.2172
H -19.2881 -2.9972 3.7292 -0.4954 0.5042 0.1112
H -17.6308 -2.7042 3.9970 0.0898 -0.0311 -0.0493
C -18.1110 -4.4988 9.7356 1.4880 2.6717 -0.5431
C -17.0100 -3.4630 10.1684 1.0825 -1.4828 -1.3586
C -17.4367 -2.5238 11.2609 -0.2438 -0.6136 -0.0905
C -16.3449 -2.0198 12.0782 -0.7616 0.0584 -0.5447
N -15.5162 -1.6313 12.7592 0.7313 0.2885 0.4267
H -18.8726 -3.7734 9.4495 -1.2640 -0.6544 0.7667
H -18.2469 -5.2642 10.4997 -0.4770 0.0863 -0.4222
H -17.8308 -4.7961 8.7250 0.2388 -1.0096 0.3590
H -16.7344 -2.8635 9.3008 -0.2906 0.1105 -0.2859
H -16.0600 -3.9716 10.3329 -0.0252 -0.2399 0.6963
H -18.0969 -3.0778 11.9282 -0.2290 0.3219 0.0872
H -17.9727 -1.7454 10.7178 -0.1978 0.3258 0.7762
C -12.6294 -0.6249 1.3513 0.7712 -0.8942 2.1310
C -11.6137 -0.2663 2.2742 -0.6266 0.8566 -0.0251
C -11.5381 -0.7399 3.6118 -0.3140 -0.3973 -2.6623
C -12.4376 -1.7469 3.9247 -0.1027 -0.9097 0.7552
C -13.4658 -2.1697 3.0619 0.8290 0.9165 0.3732
C -13.5412 -1.5671 1.8096 -0.8167 -0.1477 -0.5259
C -14.5292 -3.1240 3.5016 -0.7333 -0.2301 -0.9065
O -15.4409 -3.3662 2.7115 0.7451 -0.1695 1.4251
C -14.4615 -3.6879 4.9129 2.2800 1.2741 -0.5048
C -15.4045 -4.5294 5.4083 -2.4987 -0.7881 1.9594
C -15.4746 -4.8894 6.7734 2.2353 1.1927 -0.0923
C -14.3825 -4.4467 7.6498 -3.9550 -2.8072 -0.9521
C -13.4155 -3.7190 7.1286 2.6439 1.9535 -2.1777
C -13.3969 -3.3093 5.7492 -0.2159 -0.1463 0.5885
C -12.2785 -2.4191 5.2526 -0.9355 0.4734 0.9073
O -11.3667 -2.1276 5.9948 0.2573 -0.2329 -0.1288
H -12.6846 -0.2394 0.3439 0.0599 0.1814 0.1186
H -10.9786 0.5386 1.9348 0.4945 -0.0577 0.1936
H -10.7252 -0.4695 4.2694 -0.1925 0.0801 0.1090
H -14.3958 -1.8298 1.2037 -0.0031 -0.1589 -0.1825
H -16.2532 -4.7576 4.7804 -0.0170 -0.2958 -0.1876
H -16.3117 -5.4461 7.1682 0.0614 -0.1599 -0.1110
H -14.3039 -4.8317 8.6558 -0.2723 0.2006 0.2034
H -12.5955 -3.4448 7.7758 0.2706 0.2505 -0.2346
C -10.9594 -3.3718 20.1705 0.0533 0.2868 -0.9667
C -9.6725 -2.8630 20.0419 0.4112 -0.3635 -2.0675
C -9.2529 -2.2822 18.7817 -0.5406 0.2827 2.1058
C -10.1744 -2.0584 17.7969 -0.8224 -1.0021 -0.9376
C -11.4526 -2.6914 17.8986 -0.1610 0.3484 -1.1368
C -11.8581 -3.3322 19.0796 0.8230 0.8176 -0.0131
C -12.3669 -2.5753 16.6582 -3.2805 0.6286 1.0065
O -13.4365 -3.1818 16.5336 1.8875 -0.1621 0.5887
C -12.1881 -1.4109 15.7269 0.4120 -0.1829 -0.6300
C -13.1928 -0.8709 14.8603 -0.3188 -0.9307 0.5028
C -12.9471 0.1203 13.9371 1.5669 0.9656 0.6277
C -11.6800 0.7378 13.9440 1.2672 -1.3218 1.0997
C -10.6419 0.2140 14.7619 -1.9689 -0.5271 -0.1405
C -10.9135 -0.9103 15.6499 1.7887 3.2720 -1.9982
C -9.7818 -1.2212 16.5611 0.7164 -0.2407 1.8021
O -8.6567 -0.7196 16.5036 -1.8635 -0.8757 -0.3744
H -11.2533 -3.8478 21.0943 -0.0845 0.0215 0.0568
H -8.9610 -3.1047 20.8176 0.1598 0.4573 0.0856
H -8.2912 -1.8325 18.5831 0.3435 -0.2237 0.4576
H -12.8639 -3.6960 19.2296 -0.0282 -0.1948 -0.4208
H -14.2136 -1.2213 14.9014 0.1196 -0.4661 0.1793
H -13.6631 0.5650 13.2619 -0.5134 -0.4826 0.2092
H -11.4845 1.6091 13.3364 0.0408 -0.0230 -0.1446
H -9.6713 0.6875 14.7564 0.0709 -0.1666 0.1209
C -24.0874 3.1262 3.9846 0.1576 -0.4868 3.0884
C -23.0382 3.6968 3.2968 -0.0610 0.2835 0.7349
C -21.7466 3.3847 3.6675 0.7828 -0.2448 0.0922
C -21.4434 2.5172 4.7295 -0.1756 0.2809 -0.0575
C -22.4846 2.0511 5.5496 -1.2696 -0.0222 -1.1061
C -23.8078 2.3687 5.1872 0.3769 0.3182 -1.7970
C -22.2346 1.1971 6.7358 -1.1215 -0.4075 1.4531
O -23.1069 0.5784 7.3539 0.7886 0.9728 -1.3620
C -20.8626 1.2049 7.2814 0.6953 0.2732 -2.9041
C -20.6729 0.8815 8.5623 1.6798 -0.6421 3.9537
C -19.3925 0.7901 9.1369 1.5462 0.4461 -2.5240
C -18.2485 1.0290 8.2838 -1.5608 -0.1096 -0.2438
C -18.4271 1.4998 6.9561 -2.2976 -0.3176 0.8372
C -19.7649 1.5220 6.4364 0.5319 1.0528 0.3089
C -20.0416 2.1499 5.0628 2.7637 0.0396 -0.5944
O -19.0756 2.3726 4.3044 -2.3335 -0.2892 1.4693
H -25.1077 3.4668 3.8883 -0.0972 -0.1785 -0.5137
H -23.1855 4.5538 2.6563 -0.1793 -0.3399 -0.5482
H -20.9664 3.9054 3.1322 0.4045 -0.3054 0.1009
H -24.6186 2.0089 5.8033 -0.0332 -0.0120 0.0315
H -21.4226 0.7131 9.3212 -0.7962 -0.0487 -0.6461
H -19.2803 0.5753 10.1893 0.0708 -0.1897 -0.0132
H -17.2306 0.8082 8.5695 0.0522 0.3715 0.5812
H -17.6230 1.9730 6.4121 0.1125 -0.5144 -0.3188
C -8.4433 -10.6288 12.5166 -0.1391 0.2516 0.2805
C -7.7655 -10.0264 13.5356 0.3986 1.4728 0.6427
C -8.1185 -8.7058 13.9602 1.4293 -2.2994 0.5718
C -9.1682 -7.9958 13.4157 0.2626 0.4142 0.5971
C -9.8064 -8.5787 12.3540 -1.8151 -1.7357 -0.9743
C -9.4674 -9.9001 11.9990 -0.5181 0.7896 -2.2855
C -11.0734 -7.9949 11.7248 0.4010 -0.3746 0.4019
O -11.8421 -8.7152 11.0796 1.0945 2.0989 1.0213
C -11.2667 -6.5103 12.1379 -0.3658 -0.6594 -0.6200
C -12.3182 -5.7770 11.5999 -0.7067 0.1907 -0.7436
C -12.6503 -4.4622 11.9572 0.5637 -1.7522 -0.6881
C -11.8151 -3.8849 12.8597 -0.4264 1.5051 1.4155
C -10.8686 -4.6001 13.5503 0.7215 -1.1962 -0.3517
C -10.4824 -5.8981 13.1418 -2.3735 1.4737 0.3469
C -9.5149 -6.6091 13.9346 1.3928 -2.5070 -1.9436
O -8.8229 -6.1673 14.7923 0.4401 1.4004 1.8723
H -8.1909 -11.5875 12.0881 0.0872 -0.0635 0.1687
H -6.9002 -10.5456 13.9205 0.0910 0.2785 0.5098
H -7.4918 -8.3731 14.7744 -0.3288 0.6950 0.0576
H -9.8293 -10.3029 11.0646 -0.9468 0.1066 0.0770
H -12.9326 -6.1856 10.8112 -0.0082 -0.6463 0.0214
H -13.5574 -4.0328 11.5580 0.2022 0.4166 -0.0814
H -11.9720 -2.8795 13.2217 -0.3183 0.2079 -0.0965
H -10.5214 -4.1787 14.4821 0.6912 0.0023 -0.1601
```
Forces are in eV/Å.

Summary:
gap between HOMO and LUMO	8.247	eV
LUMO energy	-1.1828	eV
strongest force on any atom	4.94	eV/A
E_tot	-189455.9192	eV
SMILES string	O=C1c2ccccc2C(=O)c2ccccc21.O=C1c2ccccc2C(=O)c2ccccc21.O=C1c2ccccc2C(=O)c2ccccc21.O=C1c2ccccc2C(=O)c2ccccc21.CCCC#N.ClCCCl.ClCCCl.ClCCCl.ClCCCl